1.
Formula: C6H17AlBCaCl6F9IKN3O7S2
Source: the Open Molecules 2025 dataset
Level of theory: ωB97M-V with the def2-TZVPD basis set

Element x y z (Å)
C 2.67112 0.08345 -0.42876
C 1.50221 -0.88276 -0.60408
C 0.90195 -1.38922 0.72261
I 0.80715 0.03240 2.29387
S -0.63862 -2.21249 0.37465
O -1.37868 -2.41734 1.68912
O -0.31971 -3.56540 -0.09309
N -1.54495 -1.56980 -0.68186
S -2.30174 -0.13390 -0.46818
O -3.54423 -0.23261 -1.18724
O -2.36211 0.21703 0.92764
H 3.20832 0.15081 -1.37757
H 2.34276 1.08431 -0.14998
H 3.39082 -0.29460 0.30182
H 0.73294 -0.46990 -1.25789
H 1.89604 -1.77964 -1.08980
H 1.53898 -2.19345 1.09202
H -1.55697 0.77013 -1.12765
O -0.16845 2.05516 4.97806
H -0.15109 1.18486 4.56672
H -0.72324 1.94908 5.75595
C -1.64480 3.80068 -1.69979
O -1.20718 2.70644 -1.37349
N -2.98473 4.10020 -1.60178
N -0.85540 4.79221 -2.17830
H -3.36272 4.98375 -1.84626
H -3.60543 3.39712 -1.24419
H 0.13084 4.62146 -2.26554
H -1.18793 5.69651 -2.45024
O -5.10736 5.66934 -2.85702
H -5.15285 5.11972 -3.65857
H -5.93257 6.15450 -2.84927
K -3.22989 6.26401 -3.52895
B -1.29144 7.90261 -8.02564
F -1.40233 6.58955 -8.59639
F 0.03516 8.32329 -8.09891
F -2.11476 8.78226 -8.78688
F -1.77387 7.84804 -6.71229
Ca -2.49358 -4.03188 1.72631
C 2.99214 -5.27599 1.14892
Cl 3.40982 -4.20317 -0.19884
Cl 2.55570 -4.26661 2.56738
Cl 1.55764 -6.23912 0.70209
Cl 4.29364 -6.33314 1.55132
C -2.14506 -4.52343 6.68178
Cl -0.83180 -4.24206 7.79022
Cl -1.71632 -3.94132 5.02728
H -2.34607 -5.58556 6.61546
H -3.01907 -3.96871 6.99988
F 5.94975 -8.80307 4.89317
Al 6.95479 -8.58770 3.55337
F 7.87443 -7.18824 3.73988
F 5.96146 -8.38986 2.18637
F 7.94199 -9.93122 3.33334
F -0.43832 8.25244 -4.38996

net charge = -1
Kohn-Sham gap = 1.299 eV
energy = -196712.648 eV


2.
Formula: C7H9Cl2NO
Source: the Open Molecules 2025 dataset
Level of theory: ωB97M-V with the def2-TZVPD basis set

Element x y z (Å)
C -1.20271 0.68279 1.27942
C 0.83406 -1.15614 -0.51660
C 1.45250 -0.27996 0.62491
C -0.62918 -1.53823 -0.39773
C 1.10797 1.17544 0.41354
C -1.54867 -0.59827 -1.05837
C -0.37701 1.46233 0.50530
N -1.91715 0.04397 1.93945
O -0.79933 2.72817 0.27378
Cl 1.75764 1.73606 -1.24351
Cl -3.20197 -0.56189 -0.69802
H 1.10536 -0.70211 -1.56115
H 1.40333 -2.12798 -0.60041
H 1.14555 -0.71954 1.63267
H 2.43554 -0.51030 0.62313
H -0.76023 -2.54188 -0.85415
H -1.06212 -1.85072 0.70668
H 1.68958 1.75998 1.20805
H -1.26340 -0.11016 -2.02900
H -0.16973 3.10841 -0.24799

net charge = 0
Kohn-Sham gap (spin up / spin down) = 7.014 / 8.470 eV
energy = -35983.307 eV


3.
Formula: C23H28NO11SSi2
Source: the Open Molecules 2025 dataset
Level of theory: ωB97M-V with the def2-TZVPD basis set

Element x y z (Å)
C -1.60061 6.90707 -0.01553
C -0.91228 5.65615 -0.00486
Si 0.14865 4.01258 -0.21543
N -0.35732 2.95155 1.13955
C 0.66764 2.19967 1.65027
S 1.99357 1.65289 2.62589
O -0.37410 3.33817 -1.76061
Si 0.40008 1.80840 -2.12313
C 2.32998 1.85725 -2.18015
C 3.00000 0.88755 -3.32290
C 4.24071 0.02237 -2.64932
C 4.84724 -1.01893 -3.77508
O 3.83150 -1.94641 -4.29905
C 3.39406 -2.89131 -3.25298
O 4.13176 -3.26867 -2.20532
C -0.25279 0.31806 -1.02208
C 1.07648 -0.57104 -0.66067
C 0.78633 -1.95607 0.16585
C 0.68306 -3.40587 -0.65958
C 0.43982 -4.79236 0.21602
C 0.31896 -4.77837 1.86005
C 0.39430 -3.32514 2.66134
C 0.63676 -1.94155 1.80422
C 1.97982 4.58843 -0.19487
O 3.00457 4.04231 0.45893
O 2.31470 5.77258 -1.05431
H -1.93740 7.99185 -0.38284
H -0.02910 1.45047 -3.50038
H 2.61931 2.97981 -2.46516
H 2.76796 1.68597 -1.10255
H 2.18404 0.09527 -3.65708
H 3.33033 1.52828 -4.25678
H 3.91173 -0.58816 -1.70449
H 5.10943 0.77035 -2.32663
H 5.19531 -0.34045 -4.68787
H 5.78984 -1.56149 -3.29453
H 2.33578 -3.38087 -3.38592
H -0.99445 -0.34100 -1.68532
H -0.88101 0.67389 -0.10119
H 1.60859 -0.89228 -1.67612
H 1.76829 0.09739 0.02536
H 0.77761 -3.47659 -1.83295
H 0.39382 -5.81426 -0.36352
H 0.18081 -5.77202 2.47136
H 0.29464 -3.24434 3.82717
H 0.70505 -0.93969 2.40529
C -3.28390 -2.03580 1.62210
C -4.33569 -3.07189 1.39134
O -4.12016 -3.46085 0.04808
C -2.81939 -3.16886 -0.24585
O -2.24598 -3.52567 -1.26152
O -2.24422 -2.42678 0.74508
H -2.93293 -2.02212 2.65761
H -3.61945 -1.03054 1.34655
H -4.20951 -3.94695 2.03759
H -5.34623 -2.67552 1.52308
C -3.85834 2.84570 2.94942
C -3.05358 2.35399 4.10855
O -3.67331 1.12511 4.43704
C -4.31044 0.68851 3.31138
O -4.80524 -0.41922 3.18583
O -4.32063 1.65248 2.34488
H -3.26009 3.43045 2.24528
H -4.72240 3.44100 3.26263
H -2.00890 2.16300 3.84125
H -3.08306 3.04248 4.95753

net charge = -1
Kohn-Sham gap = 6.828 eV
energy = -74895.453 eV


4.
Formula: C29H41Cl2N2O2PdSbSi3
Source: the Open Molecules 2025 dataset
Level of theory: ωB97M-V with the def2-TZVPD basis set

Element x y z (Å)
Pd -1.19881 1.36293 0.10806
C -0.53692 -3.12839 0.29296
Sb -0.02520 -1.03876 0.61192
C -1.86521 -0.63123 -0.57974
C -1.98617 -0.19841 -1.97833
C -2.66469 -0.89705 -2.97747
C -2.76753 -0.33089 -4.23447
C -2.21155 0.92186 -4.47015
C -1.57881 1.56203 -3.41954
N -1.45598 1.01180 -2.21287
Si -3.43808 -0.69822 0.42743
C -4.56091 0.68191 -0.12608
C -4.39863 -2.27956 0.15622
C -3.11780 -0.56584 2.25399
C 2.00377 -0.98798 -0.31934
C 2.32562 0.46318 -0.64298
C 3.64984 0.91362 -0.76169
C 3.90477 2.23742 -1.05080
C 2.84046 3.11007 -1.23166
C 1.56748 2.59428 -1.11761
N 1.31702 1.31217 -0.83547
Si 3.14004 -1.49921 1.14151
C 3.11882 -0.13155 2.39889
C 2.57357 -3.06029 1.99627
C 4.91465 -1.82415 0.63979
Si 2.20731 -2.00489 -1.89528
C 0.75376 -1.76046 -3.02111
C 2.42320 -3.82312 -1.54131
C 3.70297 -1.44641 -2.86087
H -1.47957 -3.29646 0.81450
H 0.22111 -3.78813 0.69725
H -0.68104 -3.30354 -0.77042
H -3.09356 -1.86563 -2.75495
H -3.28284 -0.85734 -5.02849
H -2.27783 1.39680 -5.43888
H -1.14784 2.54913 -3.54281
H -4.84801 0.56204 -1.17560
H -4.09967 1.66585 -0.02067
H -5.47421 0.66337 0.47807
H -4.64260 -2.42898 -0.90063
H -5.34116 -2.22921 0.71258
H -3.84963 -3.16087 0.50271
H -2.81469 0.44427 2.54082
H -2.34663 -1.24742 2.62157
H -4.05013 -0.80803 2.77559
H 4.47008 0.22056 -0.63646
H 4.92649 2.58818 -1.13566
H 2.99425 4.15740 -1.45440
H 0.69689 3.22742 -1.25062
H 2.09870 0.10755 2.71561
H 3.56138 0.78713 2.00793
H 3.68702 -0.42929 3.28618
H 1.60946 -2.95433 2.50037
H 3.31669 -3.29128 2.76675
H 2.52523 -3.91445 1.31979
H 5.51173 -0.91023 0.59049
H 5.00326 -2.33977 -0.31773
H 5.36810 -2.46897 1.40007
H -0.15000 -2.24886 -2.64931
H 0.97977 -2.17224 -4.00974
H 0.53489 -0.69162 -3.13505
H 1.57816 -4.25694 -1.00736
H 3.33181 -4.02223 -0.96676
H 2.51711 -4.35074 -2.49646
H 3.60396 -0.40873 -3.19122
H 3.78213 -2.07494 -3.75467
H 4.63988 -1.53570 -2.30652
Cl -3.20225 5.59569 5.76612
C -2.42026 4.55397 4.60457
C -1.53646 3.56059 5.06183
C -0.90013 2.73991 4.17821
Cl 0.17612 1.51527 4.77012
C -1.08520 2.83908 2.75703
O -0.42855 2.08037 1.97450
C -2.00652 3.84540 2.33798
C -2.32567 4.08912 0.95600
O -1.94306 3.46905 -0.03791
C -2.65194 4.68870 3.27229
H -1.36237 3.44454 6.12359
H -2.99378 4.94897 0.78405
H -3.33556 5.45074 2.91547

net charge = 0
multiplicity = 3
Kohn-Sham gap (spin up / spin down) = 7.198 / 6.559 eV
energy above the lowest of the compared OMol25 structures with the same formula, charge and spin = 23.8 kJ/mol
<S²> = 2.0145
energy = -96509.941 eV


5.
Formula: C20H28Cl2N2O6Rh
Source: the Open Molecules 2025 dataset
Level of theory: ωB97M-V with the def2-TZVPD basis set

Element x y z (Å)
Rh -0.12154 -0.03350 0.34425
Cl 1.55451 -0.14674 -1.22061
N 0.02396 2.03916 0.39902
N -0.06123 -2.11000 0.48456
C -0.90887 2.84349 -0.04403
C -0.85135 -2.92021 -0.17060
C 1.17956 2.84720 0.84587
C 0.54391 4.22409 0.98292
C 2.26008 2.92485 -0.22117
C 1.75394 2.30817 2.13143
H 1.84354 3.32490 -1.15635
H 2.68344 1.93522 -0.41431
H 3.04092 3.61456 0.12530
H 0.97268 2.27540 2.89387
H 2.54470 2.98440 2.46773
H 2.16910 1.30644 1.97541
C 0.93681 -2.90518 1.24109
C 0.73552 -4.29304 0.65126
C 0.60297 -2.87925 2.72250
C 2.35518 -2.43279 1.01452
H 2.56291 -2.37336 -0.05791
H 3.02371 -3.16253 1.48641
H 2.52539 -1.45417 1.47104
H -0.44522 -3.16389 2.87131
H 0.77785 -1.88452 3.14354
H 1.23367 -3.60440 3.24884
O -0.48182 -4.19600 -0.15808
H 0.58309 -5.08276 1.39373
H 1.54676 -4.58416 -0.02693
O -0.68801 4.13422 0.18408
H 1.15307 5.03518 0.56946
H 0.27696 4.45980 2.02224
C -2.12300 2.41875 -0.79252
C -2.07047 -2.54507 -0.93431
C -1.72196 -1.27993 -1.62679
H -2.86484 -2.35558 -0.19458
H -2.36523 -3.35927 -1.60189
C -1.85865 -0.06302 -0.86716
C -1.74656 1.19456 -1.55892
H -2.39233 -0.09123 0.10353
C -1.22347 1.21782 -2.84173
C -0.90144 0.01129 -3.47509
C -0.95065 2.52913 -3.53066
C -1.18015 -1.23267 -2.89898
H -0.40241 0.03557 -4.44259
C -0.83504 -2.50924 -3.62428
H -0.53392 -2.26738 -4.65021
H -1.69985 -3.18548 -3.65108
H -0.00086 -3.05356 -3.15161
H -1.82933 3.18437 -3.48136
H -0.69829 2.34179 -4.58074
H -0.10347 3.07437 -3.08483
H -2.48607 3.23879 -1.41871
H -2.87713 2.16138 -0.03165
O -1.37847 -0.26766 5.25067
Cl -0.49865 0.30328 4.25816
O -0.42996 1.75257 4.37813
O 0.85809 -0.24741 4.37258
O -1.01206 -0.03676 2.87624

net charge = -1
multiplicity = 5
Kohn-Sham gap (spin up / spin down) = 3.703 / 7.485 eV
<S²> = 6.0288
energy = -64505.478 eV


6.
Formula: C8H19N2O2
Source: the Open Molecules 2025 dataset
Level of theory: ωB97M-V with the def2-TZVPD basis set

Element x y z (Å)
C 3.45453 0.03423 1.14012
C 4.37738 0.35701 0.03604
C -2.87825 1.24669 0.98557
C -2.59925 0.49651 -1.34567
C -3.98727 -0.78504 0.27869
C 2.05102 0.57502 -0.93371
C -0.39660 -0.35405 0.32709
C -2.75013 -0.00161 0.08351
N 3.09390 -1.57841 -0.59236
N 3.04748 -0.21602 -0.26409
O 0.36450 -0.91495 1.17546
O -1.66632 -0.71284 0.57476
H 3.58626 -0.81432 1.76937
H 2.99903 0.85506 1.56084
H 4.44724 1.46275 -0.12973
H 5.14375 -0.18135 -0.27659
H -3.46794 2.06610 0.58362
H -3.39784 1.11210 1.88791
H -1.92922 1.68714 1.21901
H -3.36270 0.70366 -1.95571
H -2.29150 -0.34831 -1.97589
H -1.70919 1.08533 -1.50852
H -3.84229 -1.82387 -0.16731
H -4.29811 -0.74180 1.37710
H -4.79149 -0.27650 -0.27685
H 1.06483 0.03096 -0.95268
H 1.82840 1.49647 -0.32378
H 2.33703 0.81949 -1.93221
H 2.21955 -2.00734 -0.51159
H 3.50660 -1.68699 -1.59392
H -0.15340 -1.58512 1.74148

net charge = +1
Kohn-Sham gap = 10.024 eV
energy above the lowest of the compared OMol25 structures with the same formula, charge and spin = 421.0 kJ/mol
energy = -15667.849 eV


7.
Formula: C29H20Cl3N6SV
Source: the Open Molecules 2025 dataset
Level of theory: ωB97M-V with the def2-TZVPD basis set

Element x y z (Å)
V -0.17533 0.30844 -0.17288
S 2.11470 -4.64937 4.94204
N 2.67645 -3.18865 4.59085
C 1.93943 -2.71518 3.60111
C 2.09740 -1.43431 2.95957
C 3.08586 -0.49995 3.29485
C 3.15749 0.68898 2.59517
C 2.24669 0.93513 1.57968
N 1.28289 0.06218 1.25761
C 1.20794 -1.11526 1.92982
C 0.17387 -2.03517 1.50666
N -0.62961 -1.62428 0.48992
C -1.59350 -2.44331 0.06339
C -1.80550 -3.69886 0.61740
C -1.00119 -4.12703 1.65202
C 0.01601 -3.28219 2.11463
C 0.92072 -3.61857 3.18594
N 0.92157 -4.74597 3.87586
H 3.78384 -0.73100 4.09034
H 3.91456 1.42614 2.82276
H 2.29501 1.85068 1.00456
H -2.21704 -2.09043 -0.74576
H -2.59875 -4.32261 0.23050
H -1.13440 -5.09768 2.11334
C -3.79349 0.42096 -2.60267
C -3.30823 0.01282 -3.83905
C -1.96344 -0.30211 -3.97611
C -1.13168 -0.19864 -2.87381
N -1.61481 0.19028 -1.67183
C -2.91746 0.49331 -1.54007
C 0.31110 -0.47600 -2.85010
C 1.06192 -0.74147 -3.98050
C 2.42843 -0.98505 -3.86690
C 3.05311 -0.96754 -2.62323
C 2.31803 -0.69841 -1.48310
C 0.94928 -0.40613 -1.58028
H -4.83466 0.67464 -2.46269
H -3.97376 -0.06254 -4.68905
H -1.57721 -0.62980 -4.93023
H -3.25219 0.79264 -0.55579
H 0.59739 -0.76457 -4.95697
H 3.00598 -1.19979 -4.75651
H 4.11229 -1.17218 -2.54574
H 2.82206 -0.71168 -0.52681
Cl -1.99927 0.48978 1.94726
C -2.68198 1.94582 2.80099
Cl -1.60856 2.49900 4.06281
H -3.62106 1.60032 3.21816
H -2.82603 2.71257 2.04841
Cl 0.08337 4.92006 -3.25677
C 0.01656 4.29019 -1.67491
C 0.05640 5.11858 -0.55616
C 0.00133 4.53913 0.70242
C -0.09566 3.16824 0.81814
N -0.14391 2.36574 -0.26407
C -0.08310 2.92276 -1.49008
H 0.13203 6.19170 -0.67782
H 0.03637 5.14968 1.59429
H -0.12161 2.69708 1.79005
H -0.11668 2.26892 -2.35066

net charge = +3
multiplicity = 2
Kohn-Sham gap (spin up / spin down) = 5.704 / 6.520 eV
energy above the lowest of the compared OMol25 structures with the same formula, charge and spin = 0.0 kJ/mol
<S²> = 0.8047
energy = -113404.996 eV


8.
Formula: C5H13N3
Source: the Open Molecules 2025 dataset
Level of theory: ωB97M-V with the def2-TZVPD basis set

Element x y z (Å)
C 1.94407 -1.17332 0.79777
C -1.22372 -0.67283 -0.92747
C -1.03758 3.05547 -0.03836
C -0.72430 0.75883 -0.92746
C -1.16755 1.62312 -0.01764
N -0.05238 -1.58878 -0.46407
N 2.21445 -2.33685 1.29783
N 0.95250 -0.79085 0.11839
H 2.32173 -0.31649 1.33657
H -1.41184 -0.92784 -1.97316
H -0.19092 -2.26389 0.32102
H -2.10801 -0.84575 -0.24028
H -0.13459 3.54557 -0.52418
H -1.05179 3.50382 0.95629
H -1.89887 3.31067 -0.69163
H -0.04228 1.19578 -1.59224
H 0.56198 0.36937 0.23373
H -1.93749 1.40273 0.79244
H 0.20451 -2.12213 -1.32405
H 2.91697 -2.51608 2.01875
H 1.86511 -3.21055 0.84776

net charge = +2
multiplicity = 3
Kohn-Sham gap (spin up / spin down) = 5.221 / 7.829 eV
energy above the lowest of the compared OMol25 structures with the same formula, charge and spin = 318.8 kJ/mol
<S²> = 2.0060
energy = -9840.651 eV


9.
Formula: C4H7FN2
Source: the Open Molecules 2025 dataset
Level of theory: ωB97M-V with the def2-TZVPD basis set

Element x y z (Å)
C 0.42267 -1.34035 -0.52312
N 0.49461 -0.05201 0.16291
C 1.11280 0.98362 -0.46100
C 0.15650 2.13634 -0.54516
F 0.40747 3.41128 -0.80003
C -1.10972 1.52368 0.06351
N -0.72211 0.32547 0.75060
H 0.03731 -2.05851 0.27754
H -0.25379 -1.34477 -1.48865
H 1.47118 -1.60620 -0.73115
H 2.15786 0.96978 -0.76614
H -1.76063 2.13352 0.69122
H -1.60737 1.19853 -0.96631
H -0.45984 0.56849 1.71402

net charge = 0
Kohn-Sham gap = 8.453 eV
energy above the lowest of the compared OMol25 structures with the same formula, charge and spin = 300.5 kJ/mol
energy = -9955.667 eV
structure (SMILES) = CN1C=C(F)CN1